C44H99N3OP | the ωB97M-V functional and the def2-TZVPD basis

Properties
LUMO energy (alpha / beta) in hartree: -0.297 / -0.406
E_tot in eV: -63000.632
Expectation value of S²: 0.754

Structure (ORCA input):
```
! RIJCOSX wB97M-V def2-TZVPD def2/J DEFGRID3
* xyz 4 2
C 0.09 -1.76 -3.25
O -0.61 -0.64 -2.79
H -0.67 -2.37 -3.75
H 0.89 -1.41 -3.90
H 0.52 -2.42 -2.49
C -1.37 8.42 -2.92
C -0.22 7.43 -2.49
C 0.12 6.12 -3.37
C 1.32 5.35 -2.90
N 1.10 3.79 -3.13
C 0.05 3.17 -2.17
C 0.80 2.34 -1.11
C 2.04 1.83 -1.84
C 2.39 3.01 -2.69
C 0.82 3.42 -4.61
H -1.32 9.31 -2.29
H -2.33 7.97 -2.69
H -1.47 8.73 -3.97
H -0.50 6.97 -1.54
H 0.70 7.99 -2.28
H 0.42 6.47 -4.36
H -0.84 5.64 -3.56
H 1.44 5.36 -1.82
H 2.27 5.66 -3.35
H -0.69 2.51 -2.63
H -0.56 3.98 -1.76
H 0.15 1.56 -0.71
H 1.12 3.02 -0.32
H 1.76 0.94 -2.41
H 2.85 1.63 -1.14
H 2.87 2.74 -3.63
H 3.04 3.67 -2.11
H 0.71 2.34 -4.70
H 1.63 3.80 -5.22
H -0.08 3.93 -4.94
C -3.89 -3.41 -3.99
C -4.90 -2.39 -4.57
C -4.20 -1.54 -5.70
C -3.50 -0.22 -5.17
N -2.68 0.65 -6.18
C -3.16 0.69 -7.63
C -1.94 1.00 -8.52
C -0.76 0.48 -7.68
C -1.26 -0.04 -6.35
C -2.59 2.05 -5.62
H -4.37 -3.98 -3.19
H -2.93 -3.15 -3.54
H -3.63 -4.10 -4.79
H -5.40 -1.80 -3.80
H -5.68 -2.96 -5.06
H -4.90 -1.17 -6.44
H -3.49 -2.31 -6.02
H -2.72 -0.39 -4.43
H -4.22 0.47 -4.73
H -3.87 1.49 -7.84
H -3.65 -0.22 -7.95
H -1.90 2.05 -8.80
H -2.10 0.36 -9.38
H 0.08 1.13 -7.44
H -0.11 -0.34 -7.97
H -0.70 0.24 -5.45
H -1.37 -1.12 -6.38
H -3.59 2.48 -5.76
H -1.78 2.55 -6.14
H -2.13 2.01 -4.64
C -1.44 -4.64 -0.39
C -2.71 -4.36 0.48
C -2.73 -2.87 0.84
C -3.24 -1.87 -0.29
N -3.45 -0.38 0.26
C -4.67 -0.38 1.30
C -5.66 0.80 1.03
C -5.58 0.73 -0.44
C -4.13 0.46 -0.85
C -2.08 0.20 0.87
H -0.65 -3.94 -0.14
H -1.62 -4.55 -1.46
H -0.96 -5.58 -0.10
H -2.55 -5.02 1.33
H -3.50 -4.80 -0.14
H -1.70 -2.57 1.07
H -3.38 -2.82 1.72
H -4.27 -1.95 -0.64
H -2.65 -1.61 -1.17
H -4.19 -0.14 2.24
H -5.19 -1.34 1.31
H -5.42 1.79 1.41
H -6.62 0.44 1.42
H -6.01 1.61 -0.90
H -6.18 -0.11 -0.79
H -3.63 1.42 -0.98
H -4.15 0.05 -1.86
H -2.25 1.11 1.46
H -1.37 0.18 0.04
H -1.92 -0.51 1.69
C 7.50 -0.90 3.89
C 7.17 -0.53 5.35
C 5.61 -0.42 5.58
C 4.95 -1.75 5.31
P 3.11 -1.74 5.04
C 2.81 -0.78 3.45
C 3.54 -1.15 2.15
C 2.84 -2.24 1.35
C 1.78 -1.53 0.44
C 2.56 -3.44 4.80
C 2.90 -4.52 5.78
C 2.24 -4.46 7.22
C 0.73 -4.38 7.17
C 2.22 -1.07 6.48
C 2.43 0.41 6.82
C 1.47 0.94 7.79
C 2.02 2.16 8.61
H 8.51 -0.58 3.63
H 6.75 -0.51 3.21
H 7.44 -1.97 3.71
H 7.67 0.38 5.65
H 7.51 -1.35 5.98
H 5.13 0.38 5.02
H 5.50 -0.21 6.65
H 5.27 -2.53 6.00
H 5.42 -2.23 4.45
H 3.03 0.24 3.76
H 1.73 -0.64 3.36
H 4.51 -1.57 2.44
H 3.67 -0.26 1.54
H 2.33 -3.00 1.94
H 3.51 -2.81 0.70
H 1.02 -0.98 1.00
H 1.19 -2.32 -0.03
H 2.18 -0.85 -0.31
H 2.99 -3.77 3.86
H 1.48 -3.43 4.62
H 3.98 -4.49 5.94
H 2.56 -5.46 5.34
H 2.70 -3.62 7.73
H 2.50 -5.37 7.75
H 0.40 -5.34 6.77
H 0.26 -3.60 6.58
H 0.32 -4.52 8.17
H 2.39 -1.76 7.30
H 1.18 -1.23 6.17
H 2.32 0.95 5.88
H 3.47 0.51 7.13
H 0.97 0.29 8.51
H 0.56 1.38 7.38
H 1.20 2.71 9.07
H 2.70 2.85 8.10
H 2.57 1.73 9.45
*
```

C3H4N2O | the ωB97M-V functional and the def2-TZVPD basis

Properties
LUMO energy in hartree: 0.027
E_tot in eV: -8200.178

Structure (ORCA input):
```
! RIJCOSX wB97M-V def2-TZVPD def2/J DEFGRID3
* xyz 0 1
N -0.69 -1.51 0.24
C -0.22 -0.22 -0.02
C 0.98 0.00 0.50
N 1.32 1.35 0.16
C 0.29 1.76 -0.52
O -0.72 0.85 -0.69
H -1.42 -1.62 0.93
H -0.69 -2.18 -0.51
H 0.84 -1.19 0.89
H 0.10 2.73 -0.99
*
```

C5H14 | the ωB97M-V functional and the def2-TZVPD basis

Properties
LUMO energy in hartree: 0.040
E_tot in eV: -5410.479

Structure (ORCA input):
```
! RIJCOSX wB97M-V def2-TZVPD def2/J DEFGRID3
* xyz 0 1
C 1.27 -1.09 0.31
C 2.70 -1.32 0.51
H 0.72 -1.58 -0.46
H 0.74 -1.61 1.15
H 0.93 -0.06 0.27
H 2.90 -2.38 0.35
H 3.22 -0.69 -0.23
H 2.99 -0.92 1.52
C -1.83 0.65 -0.08
C -1.06 0.16 -1.31
C -1.28 1.89 0.56
H -3.02 0.77 -0.42
H -2.07 -0.23 0.58
H -0.04 0.04 -1.21
H -2.01 2.23 1.31
H -0.37 1.69 1.04
H -1.27 0.63 -2.18
H -1.29 -0.93 -1.46
H -1.22 2.74 -0.26
*
```

C20H27N3O6S | the ωB97M-V functional and the def2-TZVPD basis

Properties
LUMO energy in hartree: 0.024
E_tot in eV: -48767.571

Structure (ORCA input):
```
! RIJCOSX wB97M-V def2-TZVPD def2/J DEFGRID3
* xyz 0 1
C -4.04 -3.53 -0.76
H -4.16 -3.58 0.33
O -2.98 -2.69 -1.14
C -3.15 -1.33 -1.13
C -2.34 -0.62 -2.01
C -2.36 0.76 -2.06
C -3.21 1.47 -1.24
C -4.04 0.77 -0.36
C -4.00 -0.61 -0.27
O -4.72 -1.31 0.66
C -5.36 -0.60 1.69
H -4.65 0.06 2.20
H -5.72 -1.35 2.39
H -6.21 -0.01 1.32
H -4.69 1.34 0.29
C -3.15 2.97 -1.16
H -2.64 3.37 -2.04
H -4.15 3.41 -1.10
C -2.36 3.36 0.11
N -1.14 2.60 0.20
C -1.10 1.43 0.90
O -1.93 1.16 1.76
C 0.05 0.57 0.56
C 1.21 0.92 -0.10
C 1.97 -0.25 -0.22
C 1.25 -1.27 0.36
N 0.10 -0.77 0.84
C -0.91 -1.57 1.48
H -1.68 -0.91 1.89
H -1.37 -2.24 0.75
H -0.47 -2.16 2.28
H 1.50 -2.31 0.44
S 3.56 -0.37 -0.98
O 3.57 0.38 -2.20
O 3.93 -1.76 -1.04
N 4.48 0.48 0.14
C 5.61 1.21 -0.40
H 5.29 1.63 -1.35
C 6.81 0.28 -0.59
H 7.70 0.85 -0.88
O 7.14 -0.36 0.62
C 6.06 -1.15 1.09
H 6.40 -1.61 2.02
C 4.82 -0.29 1.32
H 3.96 -0.92 1.57
H 5.00 0.42 2.14
H 5.82 -1.93 0.36
H 6.57 -0.46 -1.36
H 5.86 2.01 0.31
H 1.53 1.88 -0.44
H -0.50 2.69 -0.57
H -2.94 3.13 1.00
H -2.12 4.43 0.10
H -1.70 1.27 -2.74
H -1.68 -1.19 -2.65
H -3.77 -4.52 -1.14
H -4.98 -3.21 -1.21
*
```

C13H18N2O6S2 | the ωB97M-V functional and the def2-TZVPD basis

Properties
LUMO energy in hartree: 0.009
E_tot in eV: -50707.076

Structure (ORCA input):
```
! RIJCOSX wB97M-V def2-TZVPD def2/J DEFGRID3
* xyz 0 1
C 5.07 -2.15 -2.37
C 3.68 -1.63 -2.04
H 3.67 -1.12 -1.07
H 3.32 -0.94 -2.80
O 2.78 -2.75 -1.96
C 1.50 -2.46 -1.83
O 1.04 -1.35 -1.85
C 0.66 -3.72 -1.67
N -0.43 -3.39 -0.79
S -0.01 -2.52 0.59
O 1.41 -2.55 0.76
O -0.84 -3.02 1.65
C -0.55 -0.85 0.24
C 0.30 0.20 0.52
C -0.14 1.50 0.29
C -1.41 1.69 -0.21
C -2.26 0.63 -0.50
C -1.82 -0.66 -0.27
H -2.43 -1.52 -0.49
H -3.23 0.84 -0.91
S -2.04 3.37 -0.39
O -3.06 3.39 -1.39
O -0.94 4.27 -0.48
N -2.80 3.65 1.07
C -1.97 3.64 2.23
C -2.58 3.54 3.59
C -1.77 2.39 3.04
H -0.80 2.20 3.46
H -2.30 1.50 2.75
H -3.65 3.43 3.66
H -2.15 4.14 4.38
H -1.13 4.30 2.07
H -3.66 3.13 1.15
H 0.48 2.36 0.48
H 1.28 -0.01 0.91
H -1.02 -4.18 -0.54
H 1.31 -4.52 -1.28
H 0.26 -4.01 -2.65
H 5.06 -2.67 -3.33
H 5.77 -1.33 -2.42
H 5.39 -2.85 -1.60
*
```

C2ClFO2S | the ωB97M-V functional and the def2-TZVPD basis

Properties
LUMO energy in hartree: 0.000
E_tot in eV: -32240.518

Structure (ORCA input):
```
! RIJCOSX wB97M-V def2-TZVPD def2/J DEFGRID3
* xyz 0 1
C 0.66 -0.17 0.30
C 1.84 -0.02 0.08
O -1.33 0.67 -1.34
O -1.80 0.71 1.11
F -1.63 -1.42 -0.08
S -1.19 0.14 -0.03
Cl 3.45 0.10 -0.03
*
```

H10O5 | the ωB97M-V functional and the def2-TZVPD basis

Properties
LUMO energy in hartree: 0.022
E_tot in eV: -10399.294

Structure (ORCA input):
```
! RIJCOSX wB97M-V def2-TZVPD def2/J DEFGRID3
* xyz 0 1
O -2.01 -1.20 0.04
O -1.03 -3.90 -0.82
O 1.22 -0.18 -0.73
O 4.23 4.48 -1.98
O -3.73 0.53 3.82
H -1.93 -0.77 -0.83
H -0.41 -4.01 -0.09
H 2.01 -0.43 -0.25
H 5.07 4.06 -2.11
H -3.40 0.10 4.63
H -2.19 -2.08 -0.31
H -0.45 -3.59 -1.53
H 1.38 0.77 -0.89
H 4.30 5.41 -2.13
H -3.07 0.81 3.17
*
```

C17H43O4RuSi4 | the ωB97M-V functional and the def2-TZVPD basis

Properties
LUMO energy (alpha / beta) in hartree: -0.273 / -0.258
E_tot in eV: -60593.590
Expectation value of S²: 0.781

Structure (ORCA input):
```
! RIJCOSX wB97M-V def2-TZVPD def2/J DEFGRID3
* xyz 2 2
Ru -0.01 0.82 -0.48
C -1.37 3.00 -2.13
C -2.41 2.90 -1.04
O -2.01 1.90 -0.05
C -2.23 2.34 1.31
C -1.07 1.91 2.16
O 0.10 2.23 1.41
C 1.31 2.12 2.15
C 2.51 2.14 1.16
O 2.07 2.14 -0.20
C 2.01 3.46 -0.78
C 1.09 3.39 -1.98
O -0.12 2.81 -1.48
H -1.50 2.25 -2.90
H -1.41 3.99 -2.60
H -2.52 3.85 -0.52
H -3.38 2.62 -1.46
H -2.31 3.42 1.31
H -3.17 1.92 1.68
H -1.09 2.44 3.12
H -1.09 0.83 2.36
H 1.37 2.95 2.87
H 1.31 1.19 2.71
H 3.15 3.00 1.34
H 3.11 1.24 1.29
H 1.62 4.16 -0.05
H 3.01 3.77 -1.09
H 0.91 4.39 -2.37
H 1.51 2.77 -2.78
C -2.81 -0.18 -2.39
Si -1.02 -0.60 -2.10
C 0.24 0.10 -3.30
C -0.87 -2.45 -2.02
Si 0.28 -1.11 0.71
Si 2.46 -2.03 0.33
C 2.28 -3.80 -0.22
C 3.31 -1.91 1.99
C 3.30 -0.98 -0.98
Si -1.42 -2.37 1.80
C -1.15 -2.12 3.63
C -3.02 -1.59 1.19
C -1.22 -4.16 1.32
H -2.95 0.30 -3.36
H -3.23 0.46 -1.62
H -3.39 -1.10 -2.39
H -0.24 0.77 -4.01
H 0.69 -0.73 -3.84
H 1.08 0.65 -2.85
H -1.18 -2.87 -2.98
H -1.53 -2.86 -1.26
H 0.15 -2.78 -1.83
H 1.71 -4.41 0.48
H 3.29 -4.22 -0.28
H 1.83 -3.90 -1.21
H 2.78 -2.48 2.75
H 3.39 -0.88 2.34
H 4.32 -2.31 1.92
H 3.32 -1.49 -1.94
H 4.34 -0.77 -0.70
H 2.82 -0.01 -1.12
H -1.20 -1.06 3.91
H -0.18 -2.51 3.94
H -1.92 -2.64 4.20
H -2.85 -0.63 0.70
H -3.70 -1.43 2.02
H -3.52 -2.24 0.48
H -0.29 -4.56 1.70
H -1.27 -4.34 0.25
H -2.04 -4.72 1.79
*
```

C27H39N4O3S2 | the ωB97M-V functional and the def2-TZVPD basis

Properties
LUMO energy in hartree: -0.110
E_tot in eV: -62400.596

Structure (ORCA input):
```
! RIJCOSX wB97M-V def2-TZVPD def2/J DEFGRID3
* xyz 1 1
C -3.77 -2.91 2.20
H -3.75 -3.96 1.91
C -3.59 -2.01 0.99
C -4.70 -2.20 -0.05
H -4.38 -1.78 -1.01
H -4.88 -3.26 -0.20
C -6.02 -1.53 0.33
N -5.87 -0.10 0.52
S -5.54 0.77 -0.86
O -6.13 2.08 -0.76
O -5.76 -0.02 -2.03
C -3.76 1.00 -0.69
C -2.90 0.42 -1.60
C -1.53 0.55 -1.43
C -1.04 1.27 -0.35
C -1.91 1.91 0.53
C -3.28 1.76 0.36
H -3.98 2.24 1.02
H -1.52 2.50 1.34
C 0.42 1.47 -0.17
O 0.95 2.56 -0.13
N 1.21 0.32 -0.04
C 2.56 0.51 0.05
N 3.43 -0.48 0.13
C 4.74 -0.05 0.23
C 5.87 -0.85 0.35
C 7.11 -0.23 0.44
C 7.19 1.17 0.42
C 6.08 1.98 0.31
C 4.84 1.34 0.22
S 3.26 2.08 0.08
C 6.16 3.47 0.29
H 5.68 3.86 -0.61
H 5.63 3.88 1.15
H 7.19 3.80 0.32
H 8.17 1.62 0.49
C 8.36 -1.04 0.57
H 9.02 -0.83 -0.26
H 8.89 -0.77 1.49
H 8.15 -2.10 0.60
H 5.79 -1.92 0.38
C 0.66 -1.01 0.18
H 1.20 -1.45 1.03
H -0.38 -0.88 0.48
C 0.77 -1.93 -1.05
C 1.49 -3.24 -0.72
N 2.92 -3.03 -0.51
C 3.65 -3.11 -1.78
H 4.69 -2.86 -1.62
H 3.23 -2.41 -2.49
H 3.59 -4.12 -2.21
C 3.47 -3.99 0.45
H 2.99 -3.85 1.42
H 3.31 -5.02 0.13
H 4.53 -3.82 0.56
H 3.19 -1.53 -0.04
H 1.31 -3.96 -1.53
H 1.05 -3.66 0.19
H 1.30 -1.41 -1.85
H -0.23 -2.17 -1.41
H -0.85 0.12 -2.15
H -3.31 -0.11 -2.44
C -6.68 0.53 1.54
C -6.02 0.43 2.92
H -5.94 -0.61 3.23
H -6.63 0.96 3.65
H -5.03 0.87 2.91
H -6.78 1.58 1.25
H -7.68 0.09 1.57
H -6.75 -1.74 -0.46
H -6.39 -1.95 1.27
H -2.63 -2.23 0.52
H -3.58 -0.96 1.31
H -4.71 -2.71 2.70
H -2.97 -2.75 2.92
*
```